[1]
{"formula": "CH5OP", "method": "wB97M-V/def2-TZVPD", "species": ["C", "O", "P", "H", "H", "H", "H", "H"], "positions_angstrom": [[0.925, -0.177, 0.190], [-1.949, 0.879, 0.056], [-1.389, -0.755, 0.022], [0.533, 0.814, -0.200], [1.518, -0.807, -0.373], [1.323, 0.102, 1.143], [-2.446, 1.171, 0.852], [-1.281, -0.497, -1.409]], "atomic_forces_ev_per_a": [[-5.018, 2.566, 0.340], [-0.175, -0.694, 1.018], [2.193, 2.621, -0.570], [1.195, -1.269, -0.395], [0.987, -0.984, -1.409], [-0.069, -0.653, 0.920], [0.636, -0.674, -0.619], [0.251, -0.914, 0.716]], "fmax_ha_per_bohr": 0.1098, "e_lumo_ev": 0.7, "gap_ev": 9.4, "relative_energy_kcal_mol": 41.1}

[2]
{"formula": "CH5OP", "method": "wB97M-V/def2-TZVPD", "species": ["C", "O", "P", "H", "H", "H", "H", "H"], "positions_angstrom": [[-0.394, -0.371, 0.307], [-0.551, -1.420, -0.517], [-0.280, 1.299, -0.402], [-1.091, -0.436, 1.137], [1.051, -0.680, 1.436], [-0.035, -1.314, -1.328], [0.485, 1.868, 0.602], [0.814, 1.056, -1.236]], "atomic_forces_ev_per_a": [[2.613, -0.618, 2.954], [-0.167, -0.360, -0.643], [-0.633, 0.271, -0.484], [-0.052, 0.000, -0.150], [-2.417, 0.595, -2.084], [0.010, 0.010, 0.204], [0.281, 0.196, 0.423], [0.365, -0.093, -0.221]], "fmax_ha_per_bohr": 0.0776, "e_lumo_ev": 0.4, "gap_ev": 8.9, "relative_energy_kcal_mol": 83.2}

[3]
{"formula": "CH5OPS", "method": "wB97M-V/def2-TZVPD", "species": ["C", "O", "P", "S", "H", "H", "H", "H", "H"], "positions_angstrom": [[-1.225, 1.268, -0.294], [3.435, -1.174, -0.513], [3.133, -1.782, 0.786], [-1.259, -0.435, 0.363], [-0.093, 1.628, -0.167], [-1.950, 1.752, 0.245], [-1.412, 1.221, -1.330], [-2.312, -0.890, -0.101], [1.684, -1.588, 1.012]], "atomic_forces_ev_per_a": [[3.805, -1.500, 0.010], [-0.012, 0.366, -0.660], [-0.315, -0.398, 0.857], [3.638, 0.812, 1.632], [-2.767, -0.562, 0.027], [-1.252, 1.910, 1.039], [-0.321, 0.226, -1.187], [-3.098, -0.896, -1.520], [0.321, 0.043, -0.198]], "fmax_ha_per_bohr": 0.0795, "e_lumo_ev": -0.9, "gap_ev": 8.2, "relative_energy_kcal_mol": 55.5, "smiles": "O=P.CS"}

[4]
{"formula": "CH5OPS2", "method": "wB97M-V/def2-TZVPD", "species": ["C", "O", "P", "S", "S", "H", "H", "H", "H", "H"], "positions_angstrom": [[0.245, -0.211, -1.220], [-1.411, 1.125, 0.310], [-0.480, -0.193, 0.480], [-1.376, -1.764, 1.029], [1.051, 0.556, 1.729], [0.879, -1.206, -1.156], [-0.264, -0.083, -2.066], [0.900, 0.648, -1.258], [-0.956, 1.860, -0.012], [1.413, -0.734, 2.161]], "atomic_forces_ev_per_a": [[4.065, -2.316, 4.466], [-1.417, -2.019, 1.484], [-0.253, 1.051, -1.839], [-0.183, -0.343, 0.295], [0.293, -1.611, 0.369], [-1.049, 2.074, -0.747], [-3.062, -0.345, -3.005], [0.796, 0.084, 0.313], [1.184, 2.024, -0.894], [-0.374, 1.401, -0.441]], "fmax_ha_per_bohr": 0.1258, "e_lumo_ev": 0.4, "gap_ev": 9.5, "relative_energy_kcal_mol": 8.3, "smiles": "C[P@@](O)(=S)S"}

[5]
{"formula": "CH5OS2", "method": "wB97M-V/def2-TZVPD", "species": ["O", "H", "C", "S", "S", "H", "H", "H", "H"], "positions_angstrom": [[0.002, 1.922, -1.042], [0.580, 2.458, -0.491], [0.613, -0.709, -0.628], [-0.351, 0.554, 0.290], [-0.896, -0.809, 2.234], [1.035, -1.396, 0.109], [-0.037, -1.228, -1.332], [1.271, -0.096, -1.228], [-2.219, -0.695, 2.089]], "atomic_forces_ev_per_a": [[0.127, -0.458, 0.105], [0.008, 0.086, -0.168], [-0.999, 0.380, 0.274], [-0.056, 0.859, -0.262], [0.151, -0.543, 0.227], [0.277, 0.138, -0.420], [-0.060, -0.255, 0.166], [0.639, -0.164, 0.175], [-0.086, -0.042, -0.098]], "fmax_ha_per_bohr": 0.0215, "e_lumo_ev": 3.9, "total_charge": -1, "gap_ev": 7.0, "relative_energy_kcal_mol": 23.9}

[6]
{"formula": "CH5P3", "method": "wB97M-V/def2-TZVPD", "species": ["C", "P", "P", "P", "H", "H", "H", "H", "H"], "positions_angstrom": [[1.205, 1.072, -0.274], [-3.165, 0.688, 0.050], [-1.173, 0.445, -0.217], [-0.839, -1.793, -0.125], [1.358, 0.636, 0.791], [1.251, 2.122, -0.020], [1.503, 0.421, -1.018], [0.561, -2.024, -0.540], [-0.700, -1.567, 1.352]], "atomic_forces_ev_per_a": [[-3.377, -0.176, 5.467], [2.424, 0.428, -0.293], [0.168, -0.716, -0.114], [0.250, 0.562, 0.957], [-0.162, 0.098, -1.955], [0.286, 0.305, -1.517], [0.784, -0.410, -1.809], [-0.771, 0.543, 0.722], [0.397, -0.634, -1.458]], "fmax_ha_per_bohr": 0.1250, "e_lumo_ev": [-1.2, -1.0], "gap_ev": [6.3, 6.5], "relative_energy_kcal_mol": 93.3}

[7]
{"formula": "CH5PS", "method": "wB97M-V/def2-TZVPD", "species": ["C", "P", "S", "H", "H", "H", "H", "H"], "positions_angstrom": [[-0.177, -0.735, -0.757], [0.204, 0.600, 0.630], [1.893, 1.377, 1.387], [-0.701, -1.577, -0.330], [0.811, -1.068, -1.104], [-0.693, -0.264, -1.581], [-0.669, 0.078, 1.598], [-0.669, 1.589, 0.157]], "atomic_forces_ev_per_a": [[2.124, 1.084, 1.032], [-0.550, -0.194, -0.238], [-1.118, -1.061, -0.990], [-0.228, -0.011, 0.154], [-0.325, -0.084, -0.073], [-0.225, 0.121, 0.002], [0.217, -0.039, 0.193], [0.106, 0.184, -0.079]], "fmax_ha_per_bohr": 0.0505, "e_lumo_ev": 0.7, "gap_ev": 9.5, "relative_energy_kcal_mol": 4.3, "smiles": "C[PH2]=S"}

[8]
{"formula": "CH5PS2", "method": "wB97M-V/def2-TZVPD", "species": ["C", "P", "S", "S", "H", "H", "H", "H", "H"], "positions_angstrom": [[1.045, -0.353, 0.184], [-0.777, -0.266, 0.695], [-1.071, -1.615, 2.058], [-0.872, 1.662, 1.277], [1.580, 0.146, 0.917], [1.329, -1.401, 0.036], [1.282, 0.179, -0.882], [-1.836, -0.367, -2.180], [-1.893, 1.442, 1.943]], "atomic_forces_ev_per_a": [[-1.309, 0.260, -4.286], [1.667, -1.848, -1.062], [-0.340, -0.041, 0.123], [2.642, 2.118, -1.389], [1.236, 0.717, 1.508], [-0.147, 0.282, 0.380], [-0.840, -1.058, 2.564], [0.069, 0.005, 0.233], [-2.980, -0.435, 1.930]], "fmax_ha_per_bohr": 0.0873, "e_lumo_ev": [-1.8, -0.5], "gap_ev": [7.5, 7.8], "relative_energy_kcal_mol": 93.1}

[9]
{"formula": "CH5PS2", "method": "wB97M-V/def2-TZVPD", "species": ["C", "P", "S", "S", "H", "H", "H", "H", "H"], "positions_angstrom": [[0.404, -1.462, -0.238], [2.207, -1.382, -0.211], [-1.141, 3.707, 0.126], [-2.112, 2.078, 0.584], [0.076, -2.141, -0.982], [-0.147, -0.527, -0.089], [0.263, -2.065, 0.665], [2.461, -2.708, -0.647], [-2.011, 4.502, 0.791]], "atomic_forces_ev_per_a": [[0.119, -0.447, 1.429], [1.013, 0.707, -0.180], [-0.395, 0.388, 0.314], [-0.033, -0.810, -0.061], [-0.740, -0.053, -1.141], [0.254, -0.256, -0.455], [-0.460, 0.097, 0.332], [-0.200, -0.028, 0.016], [0.443, 0.402, -0.254]], "fmax_ha_per_bohr": 0.0292, "e_lumo_ev": [-0.5, -1.9], "gap_ev": [8.6, 6.1], "relative_energy_kcal_mol": 75.8}

[10]
{"formula": "CH6ClP3", "method": "wB97M-V/def2-TZVPD", "species": ["C", "P", "P", "P", "Cl", "H", "H", "H", "H", "H", "H"], "positions_angstrom": [[0.034, 0.269, 0.777], [0.136, 1.916, 0.124], [1.739, -0.365, 0.667], [-1.040, -0.886, -0.040], [-2.787, -0.182, 0.518], [1.342, 2.167, 0.673], [-0.588, 2.623, 1.218], [1.582, -1.728, 1.225], [1.857, -0.874, -0.637], [-1.479, -1.377, -1.467], [-0.758, -2.120, 0.540]], "atomic_forces_ev_per_a": [[-0.073, -2.622, -1.770], [-2.492, 1.712, 0.180], [0.497, -1.466, 1.195], [0.932, 0.648, -0.270], [-1.589, -0.041, 0.142], [1.402, 0.501, 0.548], [0.547, -0.414, -0.971], [0.032, 0.961, -0.396], [0.055, -0.081, -0.425], [0.908, 0.898, 1.679], [-0.219, -0.096, 0.089]], "fmax_ha_per_bohr": 0.0615, "e_lumo_ev": 0.1, "gap_ev": 8.2, "relative_energy_kcal_mol": 19.6}

[11]
{"formula": "CH6IN3", "method": "wB97M-V/def2-TZVPD", "species": ["C", "N", "N", "N", "I", "H", "H", "H", "H", "H", "H"], "positions_angstrom": [[1.174, -0.890, -0.390], [0.673, -0.134, 0.728], [0.384, 1.135, 0.517], [-2.029, 1.231, -0.447], [-2.880, -0.518, -0.060], [2.342, -0.929, -0.239], [0.649, -1.774, -0.389], [1.035, -0.253, -1.281], [0.374, -0.672, 1.580], [-0.139, 1.643, 1.271], [-1.582, 1.160, -1.290]], "atomic_forces_ev_per_a": [[3.454, 3.041, 0.436], [-1.161, 0.430, 1.826], [-0.789, 0.383, -0.175], [-1.209, 0.982, 3.253], [0.118, -0.350, -0.016], [-2.127, -0.696, -0.523], [-0.613, -2.303, -0.531], [-0.211, -0.613, 0.288], [0.235, 0.960, -1.192], [0.715, -1.322, -0.377], [1.590, -0.512, -2.989]], "fmax_ha_per_bohr": 0.0899, "e_lumo_ev": [-0.6, 0.3], "gap_ev": [6.7, 9.1], "relative_energy_kcal_mol": 44.3}

[12]
{"formula": "CH6N", "method": "wB97M-V/def2-TZVPD", "species": ["C", "N", "H", "H", "H", "H", "H", "H"], "positions_angstrom": [[-0.139, -0.178, -0.751], [0.202, 0.128, 0.762], [-0.819, 0.738, -0.908], [0.769, -0.095, -1.368], [-0.564, -1.177, -0.993], [-0.731, -0.012, 1.280], [0.413, 1.080, 0.809], [0.869, -0.484, 1.168]], "atomic_forces_ev_per_a": [[-0.313, 1.870, 0.068], [-4.017, -2.715, -1.296], [0.766, -1.934, -0.598], [-0.212, 0.282, 0.544], [-0.069, 0.850, 0.992], [1.784, 0.258, -0.648], [0.950, 1.886, 0.394], [1.110, -0.495, 0.543]], "fmax_ha_per_bohr": 0.0976, "e_lumo_ev": -4.3, "total_charge": 1, "gap_ev": 15.2, "relative_energy_kcal_mol": 11.7, "smiles": "C[NH3+]"}